This record from the Open Molecules 2025 dataset describes a structure of composition C5H5FeO at a distorted geometry. The level of theory is ωB97M-V/def2-TZVPD.

Cartesian coordinates (Å):
1 C 3.05 0.54 2.10
2 H 3.19 -0.38 2.69
3 Fe 0.47 0.62 -0.10
4 O -0.75 1.69 -1.40
5 H -2.86 -1.53 -1.48
6 C 2.09 0.61 1.27
7 C -1.91 -1.57 -0.93
8 H 3.72 1.40 2.27
9 C -1.17 -0.47 -0.69
10 C -1.54 0.72 -1.45
11 H -2.49 0.83 -2.00
12 H -1.78 -2.45 -0.29

Results
* energy above the lowest of the compared OMol25 structures with the same formula, charge and spin: 0.0 kJ/mol
* electronic energy: -41674.521 eV
* net charge: +2
* HOMO energy (alpha / beta): -0.7494 / -0.7424 Ha
* spin multiplicity: 6